15
Properties=species:S:1:pos:R:3:forces:R:3 method="wB97M-V/def2-TZVPD" homo_ev=-9.60 energy_ha=-382.90047
O -0.536120 0.408038 -0.599776 0.1 0.0 -0.1
C -1.948223 0.041072 -0.606089 -0.3 0.1 -0.1
C -1.591216 -1.365196 -0.115761 -0.1 -0.1 0.0
C -0.169714 -0.843548 -0.221997 0.4 -0.4 0.1
O 0.936569 -1.270079 -0.066554 -0.5 0.2 -0.1
C 1.929889 1.289685 1.489855 -0.2 0.3 0.3
O 2.854356 0.750830 0.579573 0.0 -0.2 -0.2
H 0.988051 1.590143 1.005806 0.2 0.0 0.1
H -2.342772 0.107589 -1.621148 0.0 0.0 0.1
H -2.518124 0.672993 0.076742 0.1 -0.1 -0.1
H -1.821324 -2.202545 -0.775980 0.0 0.1 0.1
H -1.884041 -1.599613 0.909878 0.0 0.0 -0.2
H 2.382743 2.182489 1.930349 -0.1 -0.1 0.0
H 1.686338 0.592687 2.308947 0.1 0.1 -0.1
H 2.422933 -0.017829 0.177455 0.1 0.1 0.0

***

15
Properties=species:S:1:pos:R:3:forces:R:3 method="wB97M-V/def2-TZVPD" homo_ev=-10.18 energy_ha=-382.87749
O -1.057212 -2.001331 -1.376282 -0.2 0.4 -0.1
C -0.323619 -1.512211 -0.288807 0.3 -0.1 0.3
C -0.213191 0.030310 -0.229351 0.6 -0.2 0.1
O -1.128523 0.644025 -1.081734 0.9 -0.1 -0.8
C -0.048580 0.686655 1.133565 -0.1 0.0 0.3
C 1.248876 1.262884 0.581049 0.2 0.1 0.4
O 1.080658 0.574755 -0.676517 -0.2 -0.6 0.4
H -1.750402 -1.340950 -1.491328 -0.2 -0.1 -0.4
H 0.675912 -1.931887 -0.380277 0.2 0.1 0.2
H -0.769011 -1.870351 0.649988 0.1 0.1 0.0
H -0.399801 0.813407 -1.741807 -1.7 0.5 -0.2
H -0.819162 1.416038 1.379692 0.0 -0.2 0.0
H 0.082448 -0.033892 1.938863 0.0 0.1 0.1
H 1.272566 2.356195 0.500089 0.1 -0.2 -0.3
H 2.149040 0.906355 1.082857 0.0 0.1 0.0

***

15
Properties=species:S:1:pos:R:3:forces:R:3 method="wB97M-V/def2-TZVPD" homo_ev=-10.54 energy_ha=-382.93758
C -2.199642 -0.029987 -0.432231 0.1 0.0 0.0
C -1.324176 -0.720563 0.599541 -0.1 -0.2 0.0
O -0.117598 0.024564 0.881916 0.1 0.1 -0.1
C 0.854367 -0.048457 -0.024751 0.0 -0.1 -0.3
O 0.791970 -0.669795 -1.064752 0.0 0.2 0.4
C 2.102217 0.719044 0.371792 -0.2 0.0 0.3
O 3.006957 0.758046 -0.691844 0.0 -0.1 -0.1
H -2.518585 0.956743 -0.076186 0.1 -0.2 -0.1
H -1.653236 0.078491 -1.373671 -0.2 0.0 0.1
H -3.090049 -0.642300 -0.618849 0.2 0.1 0.1
H -1.039694 -1.724212 0.275890 0.0 0.1 0.0
H -1.820798 -0.796352 1.569261 0.1 0.0 -0.1
H 1.824113 1.731791 0.686543 0.0 -0.1 -0.1
H 2.531547 0.219927 1.252874 0.0 0.0 -0.1
H 2.652613 0.143056 -1.355534 0.1 0.1 0.0

***

15
Properties=species:S:1:pos:R:3:forces:R:3 method="wB97M-V/def2-TZVPD" homo_ev=-10.41 energy_ha=-382.93152
O 0.368874 -2.557017 1.141282 0.1 -0.2 -0.1
C 1.012218 -1.647974 0.698292 -0.3 0.2 -0.1
O 2.258727 -1.350111 1.136920 0.5 0.2 -0.6
C 0.521621 -0.666032 -0.365730 1.0 -0.6 1.0
C -0.503935 0.279066 0.269922 -0.4 -0.7 -1.0
C -0.839383 1.450164 -0.647924 0.8 0.8 1.4
O -2.229614 1.696732 -0.572573 -0.2 0.5 -0.5
H 2.713123 -2.136735 1.464086 -0.4 -0.1 0.4
H 1.438611 -0.180931 -0.733455 -0.6 0.1 -0.1
H 0.067850 -1.301962 -1.124446 0.0 0.3 -0.2
H -0.213080 0.500538 1.294196 0.0 0.6 -0.1
H -1.430451 -0.282967 0.324607 -0.2 -0.2 0.3
H -0.462402 1.281205 -1.653079 -0.3 -0.2 -0.3
H -0.315702 2.341176 -0.270203 0.1 -0.1 -0.2
H -2.386454 2.574842 -0.961894 -0.1 -0.6 0.2

***

15
Properties=species:S:1:pos:R:3:forces:R:3 method="wB97M-V/def2-TZVPD" homo_ev=-7.95 energy_ha=-382.85520
C 1.436981 -0.533929 2.123280 0.3 -0.1 0.2
O 0.193512 0.160273 2.066303 -0.2 -0.1 0.0
C -0.418394 -0.276928 0.894872 0.0 -0.1 -0.4
C -0.334257 0.492356 -0.199377 -0.1 -0.3 0.2
O -0.158386 1.833722 -0.134592 0.1 -0.1 0.1
O -0.407806 -0.028885 -1.433455 -0.2 0.0 0.1
C -0.207616 0.831641 -2.544285 0.0 0.2 -0.3
H 1.990313 -0.219206 3.010765 -0.2 0.0 0.0
H 2.036645 -0.338564 1.221215 -0.1 0.1 0.2
H 1.257444 -1.618522 2.169540 0.1 0.2 0.1
H -0.725788 -1.315793 0.858255 0.2 0.0 -0.1
H -0.440368 2.070314 0.763677 0.3 0.1 -0.2
H -1.026071 1.548888 -2.639905 0.1 0.0 -0.1
H 0.741775 1.374893 -2.474612 -0.2 -0.1 0.0
H -0.180529 0.165748 -3.408252 -0.1 0.2 0.1

***

15
Properties=species:S:1:pos:R:3:forces:R:3 method="wB97M-V/def2-TZVPD" homo_ev=-10.40 energy_ha=-382.92393
C 0.530033 0.865679 -2.638553 0.0 0.0 -0.3
O 0.547198 0.921497 -1.215436 0.0 -0.1 0.2
C -0.181618 -0.002574 -0.574410 -0.4 -0.2 -0.1
O -0.746054 -0.925538 -1.115506 0.3 0.3 0.1
C -0.313691 0.294020 0.892096 0.0 0.0 0.1
C -0.263054 -0.985691 1.753292 -0.2 -0.1 -0.3
O 0.659580 -0.868825 2.822815 -0.1 0.1 0.2
H -0.202489 1.583002 -3.001364 -0.1 0.0 -0.1
H 1.520452 1.155821 -2.975303 0.0 0.0 0.0
H 0.267987 -0.127464 -2.996884 0.1 0.0 0.1
H 0.440215 0.995623 1.244454 0.1 -0.1 -0.1
H -1.270543 0.825492 0.931919 0.0 -0.1 0.3
H -1.255295 -1.271454 2.121827 0.1 0.1 -0.1
H 0.086462 -1.807186 1.122682 -0.1 0.1 0.1
H 0.180817 -0.652401 3.628371 0.1 0.0 -0.1

***

15
Properties=species:S:1:pos:R:3:forces:R:3 method="wB97M-V/def2-TZVPD" homo_ev=-9.56 energy_ha=-382.89130
C 1.602847 0.362793 0.231113 0.1 -0.1 -0.1
C 0.256872 0.511824 -0.457631 0.2 -0.1 -0.4
O 0.189951 -0.288788 -1.689190 0.6 0.2 0.2
C -0.993600 0.107268 0.344129 0.3 0.1 0.1
O -1.999894 0.025867 -0.609803 0.1 -0.1 -0.2
C -0.896757 -1.112379 1.264236 -0.2 -0.2 0.0
O -1.682452 -2.024319 1.295616 0.4 0.5 -0.2
H 2.367710 0.545080 -0.522901 0.2 -0.1 0.1
H 1.754827 1.088659 1.042432 -0.3 -0.1 -0.2
H 1.748977 -0.636053 0.653482 0.0 0.1 -0.2
H 0.075068 1.558281 -0.728266 0.2 -0.1 0.0
H 0.187186 0.241669 -2.504088 0.2 0.0 0.7
H -1.105692 0.943277 1.063666 -0.5 -0.1 -0.2
H -1.439460 -0.266991 -1.388125 -1.3 0.0 0.6
H -0.065583 -1.056188 2.005330 -0.1 0.0 -0.1

***

15
Properties=species:S:1:pos:R:3:forces:R:3 method="wB97M-V/def2-TZVPD" homo_ev=-8.46 energy_ha=-382.85749
C 1.399971 -0.143261 -0.623426 0.0 0.0 0.0
C 0.448894 0.679018 0.180770 -0.2 0.1 -0.3
O 0.824032 0.766121 1.495374 -0.1 0.2 0.1
C -0.647033 1.285632 -0.285906 0.2 0.0 0.3
O -0.925526 1.348874 -1.632215 -0.2 -0.1 -0.1
C -1.824705 -1.583866 -0.568928 -0.7 0.5 -1.1
O -2.359757 -1.114579 -1.458038 0.6 -0.7 1.1
H 1.509099 -1.130630 -0.159899 0.0 0.1 -0.1
H 1.036543 -0.259308 -1.645820 0.0 0.0 0.1
H 2.391232 0.321808 -0.647345 -0.1 0.0 0.0
H 0.551101 -1.496455 2.255139 0.0 -0.1 0.0
H 0.247718 1.399597 1.943903 0.1 -0.1 0.0
H -1.323636 1.822663 0.384265 0.1 0.0 -0.1
H -1.814462 1.000839 -1.784476 0.2 0.1 0.0
H 0.364632 -2.216201 2.208848 0.0 0.0 0.0